Record 1
ORCA calculation (the ωB97M-V functional and the def2-TZVPD basis) on one molecule with the formula C4H6N2O2 in a non-equilibrium geometry.

Output
* gap between HOMO and LUMO: 9.3 eV
* highest occupied orbital energy: -8.86 eV
* ΔE to the lowest compared entry with this formula, charge and spin: 379.6 kJ/mol
* SMILES: [H]/N=C1\C[C@@H](C=O)ON1
* net charge: 0

```
14
Properties=species:S:1:pos:R:3:forces:R:3
O 0.855529 -2.130453 1.828758 -0.89 0.13 -1.47
O -0.212234 -0.638249 -1.332853 -0.48 0.06 1.32
N -0.639654 0.704537 -1.386067 -0.55 2.30 -1.31
N -0.195197 2.777407 -0.399328 0.34 -2.79 -0.77
C -0.290607 1.478449 -0.283115 -1.35 1.86 0.12
C 0.363601 -2.003592 0.725079 0.50 -0.91 -0.80
C 0.393736 -0.659504 -0.010841 0.23 0.27 1.02
C -0.309480 0.455644 0.858344 0.58 -0.57 -1.42
H -1.299502 0.033344 1.100834 0.06 0.82 -0.22
H 0.187617 3.298907 0.369273 -0.45 -0.25 0.78
H 1.391597 -0.297047 -0.237811 0.68 -0.41 0.61
H -0.607418 1.206548 -2.308248 0.41 -1.33 1.12
H -0.087146 -2.886959 0.097669 0.51 1.17 1.18
H 0.168950 0.795234 1.772010 0.40 -0.35 -0.18
```
Forces are in eV/Å.

Atom charges from the Löwdin analysis, given in e for atoms 1 to 5: number 1, O, carries 0.0610; number 2, O, carries -0.0757; number 3, N, carries 0.0154; number 4, N, carries 0.1149; number 5, C, carries -0.4160

---

Record 2
ORCA calculation (the ωB97M-V functional and the def2-TZVPD basis) on C7H19CaNO11S2 as an isolated structure in a non-equilibrium geometry.

Output
* gap between HOMO and LUMO (alpha / beta): 2.6 / 3.9 eV
* highest occupied orbital energy (alpha / beta): 3.40 / 2.04 eV
* multiplicity: 2
* net charge: -3

```
41
Properties=species:S:1:pos:R:3:forces:R:3
Ca 0.325090 -1.174146 0.643159 0.58 -1.85 2.88
S -0.688010 -1.668506 3.896329 -0.31 -2.89 4.85
S 2.545610 -3.436316 1.967739 1.47 -7.20 0.58
O -0.591180 -1.918256 2.450849 -0.66 0.79 -2.78
O 0.205910 -2.554846 4.623399 1.20 -0.12 -0.45
O -2.543020 1.274424 -3.125961 1.77 1.46 -1.36
O 3.667190 -3.810716 1.098099 3.20 1.93 -0.98
O 0.865380 0.866084 2.140969 -0.80 0.17 -0.29
O 2.869220 -3.465546 3.376079 0.72 0.40 0.72
O -0.449550 -0.296676 4.287119 1.05 3.73 -0.93
O -2.015480 -1.981376 4.405479 -2.85 -0.32 -0.81
O 1.655660 -4.541326 1.568849 -2.86 -0.15 0.45
O 1.647680 0.213504 -0.574191 0.44 0.08 -0.12
O 1.981030 -2.173036 1.628149 -1.33 5.28 -2.20
N -1.312300 0.295114 -0.345321 0.22 -0.18 -1.35
C -0.475290 1.445644 -0.667381 -0.33 1.69 0.12
C 3.033210 0.055744 -0.917811 -0.24 -0.36 0.20
C -3.118810 0.357404 -2.252621 1.78 1.59 0.45
C 0.875630 1.164174 -1.301841 1.07 -0.63 -1.00
C 2.068890 1.555244 2.255779 0.42 -0.49 -1.86
C -3.333450 1.828724 -4.135861 -2.09 -1.51 -0.61
C -1.895830 -0.315656 -1.557991 -1.89 -1.27 0.80
H 3.515300 -0.470416 -0.093891 -0.22 -0.04 0.15
H 0.199540 1.163984 2.765079 -0.24 -0.70 0.92
H -2.024560 0.482284 0.345879 0.04 0.25 0.11
H 2.063880 2.402684 1.570279 -0.15 0.96 0.22
H 3.533620 1.011284 -1.074721 -0.20 0.26 -0.02
H -3.592780 0.989324 -1.501531 -0.75 -0.45 0.50
H -1.042890 2.074304 -1.353471 0.28 0.22 -0.42
H 0.786350 0.817674 -2.331441 -0.48 -0.41 -0.25
H -3.844840 0.981214 -4.592281 -0.72 -0.35 -0.18
H -3.844730 -0.275376 -2.763241 0.17 -0.44 0.12
H -1.090720 -0.621036 -2.226311 -0.22 0.30 -0.30
H -4.155720 2.462774 -3.804281 0.09 0.39 0.38
H 2.718300 0.890284 1.686389 0.87 -0.09 0.90
H -0.324320 2.088294 0.199969 0.02 -0.46 0.33
H -2.959910 2.237734 -5.074621 1.47 0.50 0.65
H 1.545320 2.010184 -1.456351 -0.54 0.84 0.51
H 3.165090 -0.582516 -1.791511 -0.20 0.10 -0.25
H -2.390450 -1.223326 -1.212171 0.45 -0.58 0.26
H 2.425920 1.840994 3.245209 -0.21 -0.41 0.04
```
Forces are in eV/Å.

Atom charges from the Löwdin analysis, given in e for atoms 1 to 5: number 1, Ca, carries 1.4677; number 2, S, carries 0.1217; number 3, S, carries 0.0886; number 4, O, carries -0.5623; number 5, O, carries -0.3833